DFT (ωB97M-V/def2-TZVPD) results for a structure of composition C23H26MoN3O7S2.

Calculated values
Expectation value of S²: 2.033
Energy (eV): -66601.9783
Frontier orbital gap (alpha / beta) (eV): 6.5184 / 7.0894

```
! wB97M-V def2-TZVPD RIJCOSX def2/J DEFGRID3
* xyz -1 3
C 4.03 0.08 -0.95
H 3.19 2.89 1.29
C 3.11 3.36 0.31
C 4.82 0.38 -2.04
O 1.90 -0.29 -0.01
H -2.97 0.17 -1.21
S 0.00 -0.12 2.84
C -1.79 -3.79 2.30
H -0.45 -3.07 4.78
C -0.83 -2.06 4.60
C -0.40 5.52 -2.57
H 2.36 0.87 -4.33
H -4.53 0.66 1.32
C 1.31 4.44 -1.08
C -3.50 3.07 0.64
C 2.84 0.66 -3.38
H -4.54 2.96 0.92
H -1.75 -4.13 3.33
C -1.14 -2.44 2.13
C -0.98 3.66 -1.01
H -3.03 -0.27 1.29
H -4.41 1.21 -1.14
H 0.47 5.92 -3.08
C 1.68 3.50 -0.12
H -3.18 1.10 2.40
C -2.90 1.69 0.34
C 0.69 2.69 0.43
H 2.05 5.11 -1.50
N -1.44 1.72 0.48
C 2.60 0.05 -1.03
C 0.54 0.32 -2.57
C 2.03 0.36 -2.31
C -3.44 0.73 1.41
N 5.05 1.02 -4.39
Mo -0.04 0.23 0.51
H 3.65 2.73 -0.40
C -0.02 4.52 -1.52
H -0.94 6.36 -2.12
O 0.15 0.32 -3.73
H -3.46 3.76 -0.21
H -0.25 -1.38 5.22
N 4.74 -0.15 0.30
S -0.98 -1.91 0.48
H 5.89 0.40 -1.94
C -3.32 1.19 -1.05
O -0.25 0.32 -1.55
H -1.06 5.07 -3.32
C -0.72 -1.68 3.15
H 3.62 4.33 0.34
H -2.84 -3.76 1.99
O 5.95 -0.32 0.24
O 4.50 1.28 -5.44
C 4.22 0.68 -3.25
H -1.87 -2.03 4.95
O 6.26 1.01 -4.24
O 4.12 -0.11 1.35
H -2.97 3.53 1.48
C -0.65 2.72 -0.02
H -1.97 3.69 -1.43
H -2.89 1.80 -1.84
H -1.29 -4.53 1.67
H 0.98 2.05 1.28
*
```

=====

DFT (ωB97M-V/def2-TZVPD) results for the molecule C23H26N2O2.

Calculated values
Energy (eV): -31348.9498
Frontier orbital gap (eV): 8.2866
Structure (SMILES): Cc1ccccc1Cn1cc(CCC(=O)N2CCOCC2)c2ccccc21

```
! wB97M-V def2-TZVPD RIJCOSX def2/J DEFGRID3
* xyz 0 1
H 4.47 -1.42 -1.38
H -3.23 -1.66 2.84
H 5.74 0.69 1.66
O 3.35 2.54 -0.08
H 4.80 -2.73 -0.21
H -2.68 -0.39 1.75
H 0.77 2.72 0.35
C 4.81 -1.65 -0.36
H 5.44 1.99 0.46
H -3.39 -1.11 -2.21
C 5.40 0.91 0.64
C -1.19 0.24 -0.88
H -4.29 -1.08 1.55
H -1.22 4.19 0.47
C 3.08 1.36 0.10
H 5.98 0.44 -1.38
N -2.55 0.19 -0.80
H 1.68 0.08 -0.89
H -2.26 -3.09 -2.38
C 3.89 -0.95 0.65
H 1.35 0.32 0.84
C -3.01 1.40 -0.36
C -0.72 1.47 -0.48
C 1.67 0.82 -0.08
H -3.51 4.99 0.90
C -3.35 3.98 0.55
C -1.88 2.24 -0.15
H -2.08 -3.63 2.50
H -1.14 -5.37 1.05
C -2.22 -3.21 -1.31
C -1.65 -4.35 -0.76
C 0.69 1.94 -0.41
H -0.64 -0.62 -1.20
O 6.15 -1.24 -0.20
C -2.70 -2.36 0.90
H 4.21 -1.23 1.67
C -2.07 3.54 0.31
H 2.86 -1.28 0.50
C -3.26 -1.31 1.81
C 6.27 0.16 -0.36
H -1.24 -5.11 -1.41
H 0.98 2.40 -1.36
H -5.16 1.23 -0.29
H 7.33 0.39 -0.21
C -4.45 3.15 0.33
C -4.30 1.86 -0.12
C -2.12 -3.51 1.43
C -1.59 -4.49 0.61
N 4.02 0.48 0.50
C -3.34 -0.98 -1.12
H -4.36 -0.81 -0.75
H -5.44 3.53 0.53
C -2.75 -2.22 -0.49
*
```

=====

DFT (ωB97M-V/def2-TZVPD) results for a structure of composition C23H26N2O3PReS6Sb.

Calculated values
Energy (eV): -116335.7874
Frontier orbital gap (eV): 5.8641

```
! wB97M-V def2-TZVPD RIJCOSX def2/J DEFGRID3
* xyz 3 1
H 0.19 3.11 -4.66
C -0.58 -5.84 0.97
H -2.29 4.82 4.14
H 3.15 -4.95 -1.42
O 1.78 -0.46 -0.49
C 4.07 2.45 0.26
C -0.45 2.87 -3.82
S -4.55 1.70 2.60
H -0.44 1.17 2.89
H 2.47 -3.32 -1.26
C 2.32 -4.31 -1.70
C -1.54 3.79 1.02
C 1.66 3.83 0.01
S 0.77 -1.00 2.12
S -3.02 -2.29 3.73
C 0.13 2.45 -2.63
H 1.63 -6.93 -0.79
C 2.87 4.51 0.00
H -1.62 4.11 -0.01
H -2.86 -4.76 0.43
C -2.09 2.21 -1.68
O 4.05 -0.66 0.38
P -0.02 1.66 0.05
C -1.93 4.18 3.36
C -1.83 2.98 -3.94
N 1.10 -4.92 -1.22
H -2.48 5.53 1.78
C 0.09 -4.21 -0.71
H 0.48 -6.07 1.03
H 5.02 4.36 0.09
C -1.37 2.94 3.67
C -0.69 2.14 -1.55
C -0.93 2.57 1.33
Sb -3.52 -0.30 2.78
H -1.13 -6.72 0.62
S 2.83 0.03 0.41
S -2.46 -0.57 0.38
H 1.42 -6.52 -2.48
H -2.31 -3.33 -0.45
C -2.07 -4.02 0.36
H -2.72 1.94 -0.84
H 1.20 2.38 -2.55
N -0.82 -4.69 0.12
H 0.00 -6.70 -1.46
C 1.64 2.44 0.13
C 4.08 3.83 0.11
H -2.27 3.32 -4.86
C 2.86 1.78 0.27
S -0.02 -2.55 -1.33
H 0.74 4.37 -0.08
H -1.31 2.61 4.69
O 2.12 -0.10 1.90
H -3.72 2.75 -2.94
H 2.87 5.59 -0.11
H -0.94 -5.61 1.97
H 2.32 -4.22 -2.79
C 1.02 -6.35 -1.48
Re -0.29 -0.79 0.18
C -0.88 2.14 2.65
H -2.03 -3.47 1.31
H 4.98 1.88 0.35
C -2.64 2.65 -2.86
C -2.03 4.58 2.03
*
```

=====

DFT (ωB97M-V/def2-TZVPD) results for a structure of composition C23H26N3S.

Calculated values
Energy (eV): -39571.9685
Frontier orbital gap (eV): 8.3374

```
! wB97M-V def2-TZVPD RIJCOSX def2/J DEFGRID3
* xyz 1 1
N 2.48 0.05 1.90
H 6.35 -1.81 3.76
H -0.74 -1.02 2.50
H -5.29 0.90 1.95
H -1.62 -0.63 -6.75
C 2.72 1.47 2.15
H -3.58 0.07 -3.75
H 3.15 -4.32 2.34
N -1.46 0.22 -3.75
C 4.59 -0.77 3.01
C -2.79 0.84 -5.63
H -4.45 0.37 4.24
C 1.32 -0.39 1.32
H -0.09 2.43 0.48
C -2.18 -0.20 1.10
C 0.51 1.87 1.19
C 3.59 -3.34 2.48
H -0.94 0.98 -6.78
C 4.86 -3.20 3.07
H -0.24 -1.08 -4.93
N 0.37 0.41 0.82
C -1.55 0.34 -1.28
C -1.73 -0.55 2.38
C -0.61 -0.04 -4.94
C -1.47 0.28 -6.16
C -1.18 -0.32 -0.02
H 5.45 -4.08 3.35
C 5.35 -1.90 3.32
C 3.35 -0.94 2.37
H 0.13 2.10 2.20
C 1.96 2.27 1.14
C 2.87 -2.21 2.09
C -3.47 0.33 0.96
H 2.40 1.68 3.18
C -2.78 0.76 -4.10
C -1.01 -0.03 -2.51
H -3.88 0.60 -0.01
H 0.29 0.60 -4.91
H -2.31 1.18 -1.21
C -2.49 -0.26 3.52
S 1.32 -2.15 1.31
H -3.63 0.27 -6.03
H -2.92 1.73 -3.60
H -0.10 -0.64 -2.51
H -2.92 1.88 -5.93
H 4.96 0.22 3.27
H -2.05 -0.42 4.50
H 2.41 2.09 0.15
H -0.76 -1.35 -0.16
H 3.80 1.61 2.08
C -3.80 0.24 3.37
C -4.27 0.52 2.09
H 2.04 3.34 1.38
*
```